112
Properties=species:S:1:pos:R:3:lowdin_charge:R:1 method="wB97M-V/def2-TZVPD" max_force_ev_per_a=5.97 lumo_ev=-5.27 homo_energy_ev=-9.1 homo_lumo_gap_ev=3.8 charge=+1
C -3.977 1.116 -2.392 -0.1925
C -3.823 -0.416 -3.014 -0.6904
I -4.212 -1.773 -1.295 0.8430
C -2.240 -0.611 -3.392 -0.2561
C -1.952 -1.381 -4.811 -0.2247
C -0.607 -2.266 -4.498 -0.0685
C 0.339 -2.087 -5.865 0.0530
N -0.094 -1.069 -6.711 0.0712
C -1.308 -0.449 -5.996 -0.1065
H -3.215 1.161 -1.474 0.0851
H -5.062 1.366 -2.026 0.0924
H -3.586 1.884 -3.207 0.0920
H -4.576 -0.653 -3.878 0.0930
H -1.733 -1.170 -2.473 0.0771
H -1.744 0.469 -3.419 0.1164
H -2.803 -2.002 -5.319 0.1629
H -0.068 -2.175 -3.461 0.1361
H -0.966 -3.389 -4.645 0.1501
H 1.283 -2.783 -6.074 0.1759
H 0.324 -0.757 -7.632 0.1960
H -2.025 0.181 -6.680 0.1421
H -0.762 0.413 -5.376 0.1457
N -4.977 0.910 -9.715 0.0031
C -4.627 0.326 -8.526 -0.1677
C -5.110 1.115 -7.506 -0.1293
C -5.780 2.211 -8.101 -0.1047
C -5.685 2.057 -9.466 -0.1228
H -4.749 0.551 -10.633 0.1521
H -4.064 -0.598 -8.507 0.0938
H -4.993 0.922 -6.447 0.0763
H -6.278 3.023 -7.590 0.0976
H -6.058 2.665 -10.280 0.1146
N -3.843 0.276 1.720 -0.0175
C -2.664 0.315 2.418 -0.1350
C -2.950 0.667 3.718 -0.1086
C -4.352 0.839 3.809 -0.1207
C -4.878 0.589 2.562 -0.1377
H -3.934 0.050 0.738 0.0017
H -1.724 0.093 1.930 0.0994
H -2.227 0.784 4.515 0.0848
H -4.916 1.115 4.690 0.0900
H -5.898 0.608 2.202 0.1059
N -1.162 4.746 7.561 0.0024
C -2.239 4.631 6.722 -0.1320
C -2.059 3.505 5.950 -0.1099
C -0.832 2.918 6.341 -0.1291
C -0.301 3.703 7.340 -0.1450
H -1.024 5.485 8.239 0.1509
H -3.039 5.359 6.745 0.1086
H -2.738 3.146 5.188 0.0773
H -0.385 2.018 5.938 0.0776
H 0.614 3.609 7.909 0.1067
N 0.741 -0.133 7.883 0.0031
C 1.932 0.026 7.224 -0.1498
C 2.629 -1.159 7.313 -0.1178
C 1.826 -2.066 8.045 -0.1163
C 0.665 -1.407 8.382 -0.1396
H 0.029 0.579 7.984 0.1293
H 2.183 0.966 6.752 0.1020
H 3.608 -1.350 6.894 0.0820
H 2.069 -3.090 8.299 0.0912
H -0.206 -1.735 8.934 0.1060
N 4.232 -1.005 -5.953 0.0094
C 3.083 -0.283 -6.143 -0.1722
C 3.437 0.972 -6.586 -0.0956
C 4.849 1.005 -6.672 -0.0917
C 5.314 -0.230 -6.279 -0.1293
H 4.275 -1.962 -5.626 0.1497
H 2.114 -0.722 -5.946 0.0392
H 2.752 1.776 -6.823 0.0973
H 5.461 1.840 -6.988 0.1060
H 6.319 -0.621 -6.201 0.1191
N 2.315 -0.725 -2.051 -0.0068
C 3.122 -1.047 -0.991 -0.1407
C 2.602 -0.450 0.136 -0.0876
C 1.438 0.252 -0.257 -0.0908
C 1.282 0.063 -1.612 -0.1549
H 2.459 -1.022 -3.007 0.1240
H 3.995 -1.670 -1.129 0.1018
H 3.017 -0.515 1.134 0.0880
H 0.783 0.832 0.380 0.0969
H 0.528 0.421 -2.300 0.0873
N 5.380 -2.365 1.719 0.0009
C 6.695 -2.613 2.020 -0.1427
C 6.796 -2.777 3.383 -0.1090
C 5.496 -2.629 3.923 -0.1081
C 4.641 -2.378 2.873 -0.1465
H 5.014 -2.200 0.791 0.1119
H 7.443 -2.649 1.240 0.1047
H 7.707 -2.982 3.930 0.0943
H 5.214 -2.698 4.966 0.0876
H 3.573 -2.207 2.849 0.1001
N -7.115 -0.803 6.428 -0.0027
C -5.800 -1.051 6.729 -0.1501
C -5.699 -1.215 8.092 -0.1134
C -6.999 -1.067 8.633 -0.1158
C -7.854 -0.817 7.582 -0.1446
H -7.482 -0.638 5.500 0.1445
H -5.052 -1.088 5.949 0.0941
H -4.788 -1.420 8.639 0.0902
H -7.281 -1.136 9.675 0.0917
H -8.922 -0.646 7.558 0.1044
N 7.171 0.844 -3.360 -0.0030
C 8.485 0.596 -3.060 -0.1396
C 8.586 0.432 -1.696 -0.1090
C 7.286 0.580 -1.156 -0.1143
C 6.431 0.831 -2.206 -0.1498
H 6.804 1.009 -4.289 0.1173
H 9.234 0.560 -3.840 0.1064
H 9.497 0.227 -1.150 0.0953
H 7.004 0.511 -0.114 0.0919
H 5.363 1.002 -2.231 0.0978



6
Properties=species:S:1:pos:R:3:nbo_charge:R:1 method="wB97M-V/def2-TZVPD" max_force_ev_per_a=1.89 lumo_ev="-0.98 / -1.56" homo_energy_ev="-10.9 / -7.9" homo_lumo_gap_ev="9.9 / 6.3" relative_energy_ev=6.449
O 2.686 -0.039 -0.135 -0.6286
Si -1.465 -0.307 -0.311 0.7738
Cl 0.556 -0.547 -0.142 -0.2103
H 2.654 0.677 0.526 0.4292
H -2.547 0.389 -1.016 -0.1577
H -1.885 -0.173 1.078 -0.2065



64
Properties=species:S:1:pos:R:3:nbo_charge:R:1 method="wB97M-V/def2-TZVPD" spin_multiplicity=4 max_force_ev_per_a=2.48 lumo_ev="-4.09 / -5.30" homo_energy_ev="-10.8 / -11.4" homo_lumo_gap_ev="6.7 / 6.1" s_squared=3.7886 charge=+1 relative_energy_ev=0.000
O -0.484 0.554 -1.737 -0.5847
C 0.618 0.689 -2.706 -0.0680
C -0.124 1.783 -3.498 -0.4533
H 0.824 -0.293 -3.154 0.2380
H 1.495 1.119 -2.211 0.1480
C -1.200 1.670 -2.342 0.2606
H -0.649 1.495 -4.415 0.2309
H 0.370 2.803 -3.514 0.2099
C -2.487 1.175 -2.930 -0.6447
H -2.321 0.205 -3.437 0.2423
H -2.766 1.834 -3.741 0.2202
H -3.318 1.184 -2.223 0.2061
C -1.180 3.011 -1.626 -0.6296
H -0.162 3.285 -1.299 0.2155
H -1.902 3.077 -0.801 0.1797
H -1.448 3.766 -2.392 0.2409
Tc -0.520 0.380 2.168 1.0526
C 0.485 2.092 2.942 -0.3633
C 1.830 1.537 3.032 -0.1108
C 2.328 1.332 1.718 -0.1861
H 2.376 1.455 3.983 0.2627
C 1.346 1.748 0.776 -0.1688
C 0.210 2.274 1.509 -0.3216
H -0.486 3.003 1.099 0.2581
H -0.022 2.611 3.754 0.2647
H 3.314 0.955 1.450 0.2594
H 1.445 1.765 -0.319 0.2559
C -2.389 0.339 3.300 -0.2156
C -2.266 1.541 2.532 -0.2317
C -2.236 1.171 1.136 -0.2011
H -2.243 2.534 2.971 0.2732
C -2.377 -0.255 1.049 -0.2334
C -2.479 -0.765 2.379 -0.1868
H -2.614 -1.808 2.643 0.2797
H -2.461 0.299 4.386 0.2883
H -2.202 1.830 0.276 0.2567
H -2.417 -0.838 0.123 0.2935
O -0.058 -1.037 -4.711 -0.5611
C -0.370 -0.137 -5.808 -0.0823
C 0.136 -0.665 -7.160 -0.4278
H 0.252 0.799 -5.702 0.1671
H -1.465 0.104 -5.831 0.1947
C 1.152 -1.756 -6.729 -0.4394
H 0.660 0.185 -7.662 0.2190
H -0.694 -1.066 -7.770 0.2152
C 0.935 -1.985 -5.208 -0.0793
H 2.156 -1.368 -6.934 0.2155
H 0.966 -2.662 -7.319 0.2264
H 1.897 -1.860 -4.651 0.1773
H 0.580 -3.028 -5.054 0.1912
Br 0.880 0.317 6.308 0.0732
C 1.198 -1.523 6.178 -0.1167
C 1.223 -2.278 7.350 -0.2107
C 1.475 -3.658 7.289 -0.1932
C 1.782 -4.274 6.071 -0.2001
C 1.798 -3.535 4.885 -0.1924
C 1.396 -2.189 4.953 -0.0954
C 1.301 -1.417 3.699 0.7653
O 2.261 -1.303 2.945 -0.5953
O 0.089 -0.932 3.514 -0.7246
H 1.031 -1.784 8.307 0.2333
H 1.431 -4.224 8.220 0.2319
H 2.017 -5.342 6.038 0.2298
H 2.084 -3.943 3.898 0.2409



13
Properties=species:S:1:pos:R:3:nbo_charge:R:1 method="wB97M-V/def2-TZVPD" smiles=C#C[C@@H](N)CS max_force_ev_per_a=6.24 lumo_ev=0.86 homo_energy_ev=-8.8 homo_lumo_gap_ev=9.7 relative_energy_ev=4.082
C -1.589 -1.865 0.108 -0.2321
C -0.705 -1.004 -0.117 -0.0493
C -0.059 0.294 -0.389 -0.1440
N -0.964 1.420 -0.220 -0.8522
C 1.193 0.467 0.450 -0.5372
S 2.477 -0.593 -0.153 -0.0618
H -2.560 -2.633 0.107 0.2883
H 0.148 0.401 -1.447 0.2363
H -0.700 2.342 -0.337 0.3780
H -1.666 1.260 0.608 0.3732
H 1.123 0.374 1.571 0.2214
H 1.637 1.391 0.399 0.2221
H 1.665 -1.856 -0.581 0.1575